Arrangement A

The following is a DFT calculation (ωB97M-V with the def2-TZVPD basis set) of a molecular structure, C22H27N3O4.

Calculated values
frontier orbital gap: 7.58 eV
E_LUMO: -0.2 eV

Element x y z (Å)
1 C -3.4654 -3.1041 0.3598
2 H -2.4649 -3.0714 0.8856
3 O -4.4290 -2.6329 1.0790
4 C -5.7678 -2.7143 0.3985
5 H -5.9661 -3.7896 -0.2864
6 C -5.9819 -1.6189 -0.5330
7 O -6.2562 -1.8821 -1.5901
8 N -5.7754 -0.2591 -0.2313
9 C -5.4798 0.1217 1.1513
10 H -5.4632 -0.8063 1.9020
11 C -4.0646 0.8627 1.3264
12 H -3.8954 1.1123 2.2155
13 H -3.2789 -0.3144 0.9621
14 C -3.8566 1.9200 0.3602
15 C -4.3163 1.4037 -1.2181
16 C -5.7876 0.8011 -0.9106
17 H -5.9821 0.2973 -1.9640
18 H -6.4683 1.5409 -0.6234
19 H -4.1843 2.4003 -1.8076
20 H -3.6564 0.7240 -1.3886
21 O -2.6741 2.4959 0.2860
22 C -1.5553 2.0395 0.1899
23 C -0.3628 2.9456 0.1785
24 C 0.8629 2.4790 0.0039
25 C 1.1762 1.2867 -0.8081
26 C 0.1862 0.2664 -0.6881
27 C -1.1768 0.4538 -0.3814
28 H -1.9389 0.0744 -0.5140
29 H 0.2166 -0.8021 -0.8969
30 C 2.5638 0.5584 -0.8406
31 O 2.7050 -0.2422 -1.7035
32 N 3.5395 1.2396 -0.4736
33 H 3.4199 1.9787 0.3988
34 C 4.9115 0.7045 -0.5497
35 H 4.9248 0.1783 -1.4445
36 H 5.6208 1.9107 -0.6055
37 C 5.4527 -0.0266 0.4739
38 C 6.8187 -0.4928 0.6470
39 C 7.9093 0.1742 0.9379
40 C 9.0770 -0.2148 0.7070
41 N 9.4907 -1.4555 -0.0191
42 C 8.2194 -1.9166 -0.4594
43 C 6.9539 -1.6435 -0.4246
44 H 6.1764 -2.2739 -0.8742
45 H 8.4738 -2.7710 -1.4122
46 H 10.2346 0.0651 1.0047
47 H 7.8888 0.8711 1.6192
48 H 4.8824 -1.0316 0.7866
49 H 5.4226 0.6446 1.4640
50 H 1.5931 3.2219 -0.0691
51 H -0.5375 3.8950 0.3753
52 H -4.5411 2.6658 0.6072
53 H -5.9550 0.9247 1.4693
54 H -6.5329 -2.6676 1.2874
55 H -3.5369 -4.1917 0.0140
56 H -3.3689 -2.3348 -0.3734

***

Arrangement B

The following is a DFT calculation (ωB97M-V with the def2-TZVPD basis set) of C22H27N3O4 in the gas phase.

Calculated values
frontier orbital gap: 8.61 eV
SMILES: CCOc1cc(/C=N/NC(=O)CN2CCOCC2)ccc1OCc1ccccc1
E_LUMO: 0.6 eV

Element x y z (Å)
1 C -2.0104 -1.8316 1.4581
2 C -3.1973 -1.2793 0.6763
3 O -2.8689 -0.6850 -0.5715
4 C -2.2431 0.5515 -0.4881
5 C -0.8858 0.6082 -0.2160
6 C -0.2079 1.8174 -0.0745
7 C -0.9322 3.0027 -0.2112
8 C -2.2672 2.9605 -0.5354
9 C -2.9468 1.7496 -0.7064
10 O -4.2440 1.8886 -1.0799
11 C -4.9463 0.8247 -1.6964
12 C -5.7589 -0.0088 -0.7383
13 C -6.1406 -1.2965 -1.0911
14 C -6.9059 -2.0585 -0.2271
15 C -7.2930 -1.5428 0.9989
16 C -6.9168 -0.2592 1.3540
17 C -6.1568 0.5066 0.4869
18 H -5.8631 1.5104 0.7580
19 H -7.2181 0.1492 2.3077
20 H -7.8875 -2.1401 1.6744
21 H -7.1984 -3.0596 -0.5088
22 H -5.8310 -1.7015 -2.0436
23 H -5.6317 1.3220 -2.3973
24 H -4.2659 0.1888 -2.2705
25 H -2.8334 3.8678 -0.6784
26 H -0.4368 3.9538 -0.0862
27 C 1.2114 1.8600 0.2070
28 N 1.8716 0.7735 0.3254
29 N 3.2021 0.7480 0.5746
30 C 4.1180 1.7469 0.6801
31 O 3.8862 2.9347 0.6243
32 C 5.5223 1.1916 0.9236
33 N 5.7106 -0.0888 0.2683
34 C 6.8634 -0.8210 0.7704
35 C 6.9116 -2.1885 0.0867
36 O 6.9969 -2.0629 -1.3121
37 C 5.9035 -1.3297 -1.8115
38 C 5.8294 0.0585 -1.1766
39 H 4.9562 0.5923 -1.5562
40 H 6.7350 0.6290 -1.4439
41 H 6.0515 -1.2532 -2.8895
42 H 4.9666 -1.8710 -1.6086
43 H 7.7966 -2.7444 0.3999
44 H 6.0080 -2.7568 0.3562
45 H 6.7569 -0.9558 1.8490
46 H 7.8045 -0.2820 0.5697
47 H 5.6309 1.0528 2.0041
48 H 6.2512 1.9543 0.6067
49 H 3.5800 -0.1944 0.6043
50 H 1.6567 2.8477 0.2985
51 H -0.3278 -0.3080 -0.1155
52 H -3.8773 -2.0925 0.4094
53 H -3.7471 -0.5596 1.2984
54 H -1.4188 -2.4911 0.8280
55 H -2.3847 -2.3992 2.3062
56 H -1.3774 -1.0297 1.8295

***

arrangement B wins, 0.7202 hartree ahead of the next structure.

***

Arrangement A

The following is a DFT calculation (ωB97M-V with the def2-TZVPD basis set) of 2 unconnected molecules or ions with the total composition C3H10NO4.

Calculated values
frontier orbital gap: 11.67 eV
E_LUMO: -3.3 eV
total charge: +1

Element x y z (Å)
1 O -0.5454 0.4160 2.7821
2 C -0.4892 0.4800 1.5964
3 O -0.9629 1.4582 0.8150
4 C 0.1814 -0.6369 0.7844
5 C 1.6962 -0.3489 0.7189
6 O 2.3244 -1.3757 -0.0401
7 N -0.2608 -0.5827 -0.6576
8 H -1.4891 2.0384 1.3949
9 H 0.0235 -1.6447 1.1177
10 H 2.0739 -0.1825 1.6909
11 H 1.8886 0.5740 0.1789
12 H 2.5396 -2.0899 0.5737
13 H -1.1672 -1.0553 -0.7284
14 H -0.4944 0.3312 -1.0910
15 H 0.4008 -0.9946 -1.3194
16 H -2.0667 0.5562 -3.0657
17 H -1.8747 2.0028 -2.4509
18 O -1.7780 1.0545 -2.2998

***

Arrangement B

The following is a DFT calculation (ωB97M-V with the def2-TZVPD basis set) of 2 unconnected molecules or ions with the total composition C3H10NO4.

Calculated values
frontier orbital gap: 11.78 eV
E_LUMO: -3.3 eV
total charge: +1

Element x y z (Å)
1 O 2.5596 -1.0621 -0.4505
2 C 1.6115 -0.3487 -0.4925
3 O 1.0539 0.1641 -1.6087
4 C 0.7680 -0.0312 0.7312
5 C 0.3712 -1.4291 1.3572
6 O -0.9777 -1.3021 1.8281
7 N -0.4656 0.7364 0.4417
8 H 1.6552 0.4097 -2.3242
9 H 1.4144 0.4299 1.4710
10 H 1.0012 -1.6819 2.2077
11 H 0.4645 -2.1690 0.5692
12 H -1.3523 -2.1767 1.8911
13 H -0.3122 1.7185 0.6201
14 H -0.8124 0.5794 -0.5184
15 H -1.1674 0.3450 1.0848
16 H -1.7867 1.5736 -2.9350
17 H -2.2208 2.5552 -1.8991
18 O -1.8044 1.6889 -1.9738

***

arrangement A wins, 0.0041 hartree ahead of the next structure.